*1*
ORCA calculation (wB97M-V/def2-TZVPD) on 4 unconnected molecules or ions with the total composition C4H16NO3.

Structure (XYZ):
```
24
C4H16NO3, DFT wB97M-V/def2-TZVPD
C -0.281 -0.786 -1.557
C -0.782 -0.947 -0.137
C -0.392 0.315 0.686
C -1.037 1.190 1.459
N 1.200 0.465 0.575
H -0.497 -1.617 -2.213
H -0.703 0.053 -2.061
H 0.811 -0.691 -1.736
H -1.797 -0.916 -0.060
H -0.534 -1.816 0.440
H -2.084 1.131 1.431
H -0.639 2.061 1.958
H 1.631 1.008 1.342
H 1.561 0.843 -0.334
H 1.492 -0.493 0.715
H 3.235 2.182 -1.155
H 1.979 2.602 -1.908
O 2.568 1.828 -1.683
H -4.234 0.883 0.609
H -4.414 -0.346 -0.168
O -3.711 0.256 0.102
H 2.372 -2.448 2.096
H 2.242 -2.683 0.432
O 2.011 -2.073 1.169
```

Computed properties:
- Charge: +1
- Orbital gap: 11.08 eV

Atomic partial charges in e from the Mulliken method, atoms 1 to 5:
1 C -1.2103
2 C -0.3640
3 C 0.5031
4 C -0.8001
5 N -0.1773



*2*
ORCA calculation (wB97M-V/def2-TZVPD) on 4 unconnected molecules or ions with the total composition C4H16NO3.

Structure (XYZ):
```
24
C4H16NO3, DFT wB97M-V/def2-TZVPD
C -0.383 -1.416 -0.147
C -0.332 0.087 -0.259
C -1.758 0.732 -0.296
C -2.767 -0.020 0.582
O -1.705 2.107 0.048
N 0.289 0.648 0.937
H -0.980 -1.996 -0.845
H -0.718 -1.754 0.834
H 0.684 -1.697 -0.122
H 0.205 0.345 -1.174
H -2.126 0.686 -1.330
H -3.504 0.753 0.835
H -2.413 -0.221 1.586
H -3.305 -0.820 0.090
H -1.987 2.598 -0.736
H 2.728 0.640 -0.096
H 0.517 1.629 0.729
H 1.170 0.266 1.318
H 2.033 -0.199 -1.784
H 2.462 -1.526 -2.553
O 1.817 -0.802 -2.518
H 3.879 0.416 2.011
H 3.072 -0.276 0.966
O 3.124 -0.178 1.923
```

Computed properties:
- Charge: +1
- Orbital gap: 4.62 eV

Atomic partial charges in e from the Mulliken method, atoms 1 to 5:
1 C -1.3704
2 C 0.4245
3 C 0.0456
4 C -1.4695
5 O -0.5718



Name the least stable of them. *2*.



*1*
ORCA calculation (wB97M-V/def2-TZVPD) on 3 unconnected molecules or ions with the total composition C4H12NO2.

Structure (XYZ):
```
19
C4H12NO2, DFT wB97M-V/def2-TZVPD
C 1.664 -1.550 -1.014
C 1.161 -0.276 -0.509
C 1.792 0.889 -0.198
C -1.259 0.176 0.086
N -0.239 -0.578 -0.008
H 0.884 -2.382 -0.865
H 1.872 -1.556 -2.067
H 2.612 -1.853 -0.449
H 1.240 1.664 0.327
H 2.869 0.975 0.039
H -1.563 0.693 -0.839
H -1.844 0.056 1.061
H -0.400 -1.541 0.136
H -2.955 3.675 -1.065
H -1.952 3.027 -2.144
O -2.610 2.783 -1.410
H 0.033 -1.643 3.638
H 0.920 -2.107 2.351
O 0.086 -1.582 2.628
```

Computed properties:
- Charge: +1
- Orbital gap: 8.49 eV

Atomic partial charges in e from the Mulliken method, atoms 1 to 5:
1 C -1.0473
2 C 0.6753
3 C -0.7335
4 C -0.3012
5 N 0.0644



*2*
ORCA calculation (wB97M-V/def2-TZVPD) on 3 unconnected molecules or ions with the total composition C4H12NO2.

Structure (XYZ):
```
19
C4H12NO2, DFT wB97M-V/def2-TZVPD
C 0.534 -1.590 -0.863
C -0.261 -0.616 0.030
C -1.691 -0.668 0.100
C 0.478 -0.127 1.267
N 0.476 0.736 0.025
H 1.026 -2.359 -0.269
H -0.162 -2.055 -1.574
H 1.315 -1.019 -1.370
H -2.192 -0.948 -0.843
H -2.130 -1.112 0.989
H 0.022 0.389 2.099
H 1.461 -0.568 1.437
H -0.287 1.420 0.047
H 2.101 0.886 -0.334
H 3.575 1.412 -0.677
O 3.038 0.643 -0.471
H -2.954 2.454 0.070
H -2.249 1.089 0.117
O -2.099 2.033 0.220
```

Computed properties:
- Charge: +1
- Orbital gap: 5.52 eV

Atomic partial charges in e from the Mulliken method, atoms 1 to 5:
1 C -1.2902
2 C 1.1713
3 C -0.8686
4 C -0.5438
5 N -0.4031



*3*
ORCA calculation (wB97M-V/def2-TZVPD) on 3 unconnected molecules or ions with the total composition C4H12NO2.

Structure (XYZ):
```
19
C4H12NO2, DFT wB97M-V/def2-TZVPD
C 2.504 -0.511 0.291
C 1.222 -0.179 -0.372
C 0.865 -0.457 -1.615
C 0.411 0.952 1.611
N 0.274 0.625 0.377
H 3.140 -1.100 -0.360
H 3.051 0.370 0.627
H 2.368 -1.151 1.172
H -0.052 -0.034 -2.004
H 1.432 -1.155 -2.218
H -0.451 1.220 2.188
H 1.387 0.974 2.083
H -0.688 0.710 0.008
H -2.702 1.236 -1.640
H -1.627 2.213 -1.107
O -2.110 1.404 -0.895
H -1.513 -1.373 0.143
H -2.629 -2.345 0.281
O -2.069 -1.773 0.821
```

Computed properties:
- Charge: +1
- Orbital gap: 9.47 eV

Atomic partial charges in e from the Mulliken method, atoms 1 to 5:
1 C -1.6586
2 C 1.0201
3 C -0.8615
4 C -0.2356
5 N 0.0604



Name the least stable of them. *2*.



*1*
ORCA calculation (wB97M-V/def2-TZVPD) on 3 unconnected molecules or ions with the total composition C4H12NO2.

Structure (XYZ):
```
19
C4H12NO2, DFT wB97M-V/def2-TZVPD
O 0.723 -0.123 -0.718
C 0.865 -1.093 -1.495
C 1.453 -2.303 -1.117
N 0.730 2.306 0.708
C -0.267 1.585 1.542
C -1.560 1.479 0.752
H 0.547 -0.881 -2.518
H 1.588 -3.115 -1.822
H 1.795 -2.455 -0.096
H 1.394 2.816 1.277
H 1.189 1.648 0.075
H -0.364 2.170 2.453
H 0.195 0.623 1.831
H -1.316 0.971 -0.174
H -1.815 2.512 0.505
H -2.382 1.023 1.296
H -0.856 -1.239 -0.208
H -1.110 -2.760 0.032
O -1.539 -1.900 -0.008
```

Computed properties:
- Charge: +1
- Orbital gap: 3.60 eV

Atomic partial charges in e from the Mulliken method, atoms 1 to 5:
1 O -0.4446
2 C 0.1097
3 C -0.3201
4 N -0.3808
5 C -0.1615



*2*
ORCA calculation (wB97M-V/def2-TZVPD) on 3 unconnected molecules or ions with the total composition C4H12NO2.

Structure (XYZ):
```
19
C4H12NO2, DFT wB97M-V/def2-TZVPD
O -0.111 -0.584 0.156
C 0.522 0.244 -0.427
C 1.854 0.722 0.016
C 2.288 0.466 1.336
C 1.452 1.211 2.445
N -3.384 0.149 -2.444
H 0.146 0.674 -1.369
H 2.461 1.194 -0.751
H 2.090 -0.622 1.469
H 3.342 0.646 1.468
H 1.622 2.271 2.296
H 1.841 0.965 3.425
H 0.387 1.003 2.347
H -3.447 -0.746 -1.985
H -4.295 0.593 -2.506
H -3.047 0.068 -3.395
H -1.045 -1.975 -0.430
H -1.108 -3.540 -0.945
O -1.567 -2.737 -0.707
```

Computed properties:
- Charge: +1
- Orbital gap: 3.49 eV

Atomic partial charges in e from the Mulliken method, atoms 1 to 5:
1 O -0.4748
2 C 0.0551
3 C 0.0668
4 C -0.3572
5 C -1.0074



*3*
ORCA calculation (wB97M-V/def2-TZVPD) on 2 unconnected molecules or ions with the total composition C4H12NO2.

Structure (XYZ):
```
19
C4H12NO2, DFT wB97M-V/def2-TZVPD
O -0.720 -2.586 -0.842
C -1.588 -2.081 -0.173
C -1.368 -0.559 0.002
N 0.092 -0.177 0.179
C 0.199 1.204 0.966
C 1.549 1.289 1.662
H -2.465 -2.363 0.292
H -1.688 0.014 -0.883
H -1.958 -0.167 0.762
H 0.629 -0.017 -0.645
H 0.475 -0.864 0.880
H -0.611 1.359 1.732
H 0.012 2.160 0.239
H 2.413 0.983 0.978
H 1.547 0.628 2.570
H 1.747 2.327 1.943
H 2.084 2.194 -1.583
H 1.083 1.730 -2.523
O 1.136 1.853 -1.628
```

Computed properties:
- Charge: +1
- Orbital gap: 10.84 eV

Atomic partial charges in e from the Mulliken method, atoms 1 to 5:
1 O -0.4208
2 C 0.0170
3 C -0.5910
4 N -0.1068
5 C -0.4064



*4*
ORCA calculation (wB97M-V/def2-TZVPD) on 2 unconnected molecules or ions with the total composition C4H12NO2.

Structure (XYZ):
```
19
C4H12NO2, DFT wB97M-V/def2-TZVPD
C 0.864 0.202 -1.537
C -0.579 0.436 -1.140
C -0.963 1.194 0.176
C -0.133 0.869 1.372
O 1.026 0.545 1.364
N 1.533 -0.819 -0.637
H 1.435 1.088 -1.396
H 0.984 -0.088 -2.557
H -1.241 -0.419 -1.310
H -0.859 1.190 -1.890
H -2.027 1.055 0.308
H -0.802 2.259 -0.038
H -0.687 1.042 2.279
H 1.378 -0.449 0.322
H 1.153 -1.761 -0.708
H 2.548 -0.887 -0.789
H -0.662 -1.354 2.374
H -1.689 -2.420 2.127
O -1.279 -1.682 1.679
```

Computed properties:
- Charge: +1
- Orbital gap: 11.42 eV

Atomic partial charges in e from the Mulliken method, atoms 1 to 5:
1 C -0.7074
2 C -0.5703
3 C -0.4943
4 C -0.1583
5 O -0.5782



Name the least stable of them. *1*.



*1*
ORCA calculation (wB97M-V/def2-TZVPD) on a gas-phase ion, C7H13O (charge -1).

Structure (XYZ):
```
21
C7H13O, DFT wB97M-V/def2-TZVPD
C 0.724 -0.615 3.646
C 0.197 -0.680 2.426
C 0.623 -1.009 1.037
C -0.615 -0.979 0.109
C -0.782 0.388 -0.650
C 0.022 0.327 -1.961
C -0.070 1.648 -2.851
O 0.362 1.445 -4.113
H 0.257 -0.105 4.476
H 1.629 -1.097 4.030
H -0.757 -0.136 2.428
H 1.116 -1.968 0.877
H 1.313 -0.168 0.880
H -1.506 -1.254 0.661
H -0.499 -1.655 -0.737
H -1.841 0.592 -0.816
H -0.298 1.164 -0.037
H -0.339 -0.493 -2.575
H 1.080 0.299 -1.702
H -1.168 1.891 -2.786
H 0.552 2.406 -2.341
```

Computed properties:
- Charge: -1
- Orbital gap: 5.36 eV
- SMILES: C=CCCCCC[O-]

Atomic partial charges in e from the Mulliken method, atoms 1 to 5:
1 C -0.8198
2 C -0.1574
3 C -0.3156
4 C -0.9719
5 C -0.4906



*2*
ORCA calculation (wB97M-V/def2-TZVPD) on 2 unconnected molecules or ions with the total composition C7H13O.

Structure (XYZ):
```
21
C7H13O, DFT wB97M-V/def2-TZVPD
C 2.766 1.845 0.197
O 2.718 3.111 0.626
C 1.350 1.221 0.058
C 1.234 -0.020 -0.789
C -0.146 -0.517 -1.031
C -2.988 -1.829 1.171
C -2.295 -1.349 -0.054
C -0.930 -1.125 -0.053
H 3.339 1.119 0.829
H 3.199 1.752 -0.835
H 0.656 2.056 -0.465
H 0.958 1.150 1.079
H 1.755 -0.851 -0.296
H 1.766 0.195 -1.718
H -0.593 -0.340 -2.005
H -0.037 2.161 -1.150
H -2.885 -2.930 1.248
H -4.054 -1.616 1.208
H -2.475 -1.464 2.060
H -2.852 -0.892 -0.865
H -0.486 -1.675 0.785
```

Computed properties:
- Charge: -1
- Orbital gap: 4.83 eV

Atomic partial charges in e from the Mulliken method, atoms 1 to 5:
1 C -0.4433
2 O -0.8588
3 C 0.3413
4 C -0.6546
5 C -0.6260



*3*
ORCA calculation (wB97M-V/def2-TZVPD) on a gas-phase ion, C7H13O (charge -1).

Structure (XYZ):
```
21
C7H13O, DFT wB97M-V/def2-TZVPD
C -2.228 -1.054 1.762
C -1.088 -1.368 2.479
C -0.119 -1.065 1.275
C 0.001 0.329 0.534
C -0.340 0.297 -0.964
C 0.895 0.218 -1.902
C 1.873 1.411 -1.680
O 1.461 2.599 -2.133
H -2.719 -1.810 1.154
H -2.780 -0.118 1.918
H -0.916 -0.884 3.434
H -0.293 -1.805 0.478
H 0.916 -1.152 1.632
H 0.950 0.797 0.770
H -0.791 0.956 0.967
H -1.039 -0.526 -1.151
H -0.839 1.215 -1.293
H 0.602 0.172 -2.954
H 1.442 -0.689 -1.586
H 2.177 1.472 -0.605
H 2.835 1.006 -2.136
```

Computed properties:
- Charge: -1
- Orbital gap: 4.93 eV
- SMILES: C=CCCCCC[O-]

Atomic partial charges in e from the Mulliken method, atoms 1 to 5:
1 C -0.4529
2 C -0.5006
3 C -0.7636
4 C -0.3895
5 C -0.7225



Name the least stable of them. *2*.



*1*
ORCA calculation (wB97M-V/def2-TZVPD) on 2 unconnected molecules or ions with the total composition C6H13O2.

Structure (XYZ):
```
21
C6H13O2, DFT wB97M-V/def2-TZVPD
C -1.062 -0.599 1.891
O -1.723 -1.535 2.560
C -0.690 -1.114 0.474
C 0.728 -0.711 0.048
C 1.055 0.745 0.159
C 1.845 1.343 0.999
C 0.349 1.510 -0.812
H -0.198 -0.190 2.408
H -1.744 0.379 1.653
H -1.512 -0.838 -0.245
H -0.867 -2.245 0.405
H 0.849 -0.976 -1.067
H 1.451 -1.145 0.715
H 1.979 2.541 1.110
H 2.421 1.005 1.726
H 0.850 2.210 -1.394
H -0.359 2.126 -0.285
H -0.259 0.863 -1.640
H -1.552 -1.218 -2.222
H -0.365 -0.864 -3.322
O -1.196 -1.286 -3.160
```

Computed properties:
- Charge: -1
- Orbital gap: 5.69 eV

Atomic partial charges in e from the Mulliken method, atoms 1 to 5:
1 C -0.2512
2 O -0.8829
3 C -0.2234
4 C -0.5800
5 C 0.8446



*2*
ORCA calculation (wB97M-V/def2-TZVPD) on 2 unconnected molecules or ions with the total composition C6H13O2.

Structure (XYZ):
```
21
C6H13O2, DFT wB97M-V/def2-TZVPD
C -1.192 2.526 0.347
C -0.588 1.816 1.665
O -1.361 1.813 2.630
O 0.461 1.229 1.481
H -0.596 3.467 0.260
H -2.291 2.740 0.402
H -1.206 1.826 -0.498
C 0.753 -1.403 -1.064
C -0.713 -1.823 -0.797
C 1.575 -2.690 -0.834
C 1.035 -0.967 -2.585
H 0.880 -0.436 -0.400
H -1.000 -0.958 -0.089
H 1.258 -3.215 0.099
H 1.417 -3.319 -1.738
H 2.560 -2.437 -0.507
H 0.993 0.125 -2.544
H 2.040 -1.184 -2.965
H -0.933 -2.741 -0.361
H -1.379 -1.663 -1.656
H 0.234 -1.298 -3.291
```

Computed properties:
- Charge: -1
- Orbital gap: 7.26 eV

Atomic partial charges in e from the Mulliken method, atoms 1 to 5:
1 C -0.7212
2 C 0.5119
3 O -0.7196
4 O -0.6700
5 H 0.2011



Name the least stable of them. *1*.